(1)
Formula: C20H24N2O3S
Source: OMol25
Level of theory: ωB97M-V/def2-TZVPD

Values from the calculation:
energy relative to the best compared isomer or geometry (same formula, charge and spin)	1.711	eV
charge	0
SMILES	CS(=O)(=O)N(CCc1ccccc1)CC(=O)N1CCc2ccccc2C1
E_LUMO	0.020	hartree

Bonds (Å) are listed after each position.
CARTESIAN COORDINATES (ANGSTROEM)
1 C 2.1465 3.4773 0.7263  S2 1.815, H27 1.081, H28 1.081, H29 1.083
2 S 2.5535 1.7521 1.1184  C1 1.815, O3 1.433, O4 1.436, N5 1.654
3 O 3.9768 1.6173 1.0171  S2 1.433
4 O 1.9205 1.3990 2.3585  S2 1.436
5 N 1.8732 0.7955 -0.0462  S2 1.654, C6 1.442, C14 1.434
6 C 2.3959 0.9162 -1.3851  N5 1.442, C7 1.538, H30 1.090, H31 1.096
7 C 2.6882 -0.4603 -2.0056  C6 1.538, C8 1.504, H32 1.092, H33 1.092
8 C 3.4478 -1.3164 -1.0301  C7 1.504, C9 1.387, C13 1.389
9 C 2.8505 -2.4166 -0.4320  C8 1.387, C10 1.384, H34 1.082
10 C 3.5333 -3.1696 0.5071  C9 1.384, C11 1.383, H35 1.081
11 C 4.8251 -2.8260 0.8623  C10 1.383, C12 1.385, H36 1.080
12 C 5.4323 -1.7339 0.2659  C11 1.385, C13 1.382, H37 1.080
13 C 4.7493 -0.9864 -0.6746  C8 1.389, C12 1.382, H38 1.079
14 C 0.5357 0.3288 0.1797  N5 1.434, C15 1.526, H39 1.093, H40 1.094
15 C -0.5379 1.3212 -0.2580  C14 1.526, O16 1.223, N17 1.347
16 O -0.2510 2.3652 -0.8258  C15 1.223
17 N -1.8128 0.9875 0.0210  C15 1.347, C18 1.449, C26 1.447
18 C -2.8782 1.9184 -0.2939  N17 1.449, C19 1.524, H41 1.091, H42 1.096
19 C -3.9501 1.2025 -1.1067  C18 1.524, C20 1.500, H43 1.091, H44 1.094
20 C -4.4805 0.0522 -0.3028  C19 1.500, C21 1.389, C25 1.391
21 C -5.7952 -0.3778 -0.4310  C20 1.389, C22 1.382, H45 1.080
22 C -6.2750 -1.4247 0.3325  C21 1.382, C23 1.386, H46 1.079
23 C -5.4399 -2.0490 1.2449  C22 1.386, C24 1.381, H47 1.079
24 C -4.1317 -1.6261 1.3798  C23 1.381, C25 1.390, H48 1.081
25 C -3.6406 -0.5787 0.6085  C20 1.391, C24 1.390, C26 1.509
26 C -2.1934 -0.1848 0.7780  N17 1.447, C25 1.509, H49 1.094, H50 1.100
27 H 2.9623 3.8867 0.1470  C1 1.081
28 H 2.0399 4.0002 1.6669  C1 1.081
29 H 1.2206 3.4902 0.1649  C1 1.083
30 H 3.3306 1.4662 -1.2738  C6 1.090
31 H 1.7146 1.4886 -2.0251  C6 1.096
32 H 3.2725 -0.3054 -2.9151  C7 1.092
33 H 1.7531 -0.9500 -2.2852  C7 1.092
34 H 1.8414 -2.6956 -0.7060  C9 1.082
35 H 3.0533 -4.0230 0.9646  C10 1.081
36 H 5.3569 -3.4076 1.6009  C11 1.080
37 H 6.4402 -1.4600 0.5392  C12 1.080
38 H 5.2283 -0.1334 -1.1303  C13 1.079
39 H 0.4613 0.1690 1.2579  C14 1.093
40 H 0.4000 -0.6274 -0.3346  C14 1.094
41 H -2.4350 2.7447 -0.8515  C18 1.091
42 H -3.3124 2.3027 0.6366  C18 1.096
43 H -4.7547 1.8930 -1.3623  C19 1.091
44 H -3.5119 0.8355 -2.0394  C19 1.094
45 H -6.4439 0.1187 -1.1380  C21 1.080
46 H -7.2984 -1.7499 0.2223  C22 1.079
47 H -5.8085 -2.8630 1.8504  C23 1.079
48 H -3.4774 -2.1104 2.0905  C24 1.081
49 H -1.5795 -1.0348 0.4639  C26 1.094
50 H -1.9956 -0.0179 1.8476  C26 1.100

***

(2)
Formula: C20H24N2O3S
Source: OMol25
Level of theory: ωB97M-V/def2-TZVPD

Values from the calculation:
energy relative to the best compared isomer or geometry (same formula, charge and spin)	2.010	eV
charge	0
SMILES	O=C(CCS(=O)(=O)Cc1ccccc1)N1CCN(c2ccccc2)CC1
E_LUMO	0.027	hartree

Bonds (Å) are listed after each position.
CARTESIAN COORDINATES (ANGSTROEM)
1 O -1.8767 -0.7053 -2.8357  C2 1.217
2 C -1.7902 -1.2411 -1.7459  O1 1.217, C3 1.524, N15 1.352
3 C -0.4756 -1.8707 -1.3026  C2 1.524, C4 1.526, H27 1.089, H28 1.090
4 C 0.3815 -0.8009 -0.6323  C3 1.526, S5 1.821, H29 1.085, H30 1.088
5 S 1.1419 -1.5181 0.8586  C4 1.821, O6 1.436, O7 1.445, C8 1.834
6 O 1.9574 -2.6398 0.4864  S5 1.436
7 O 0.0832 -1.7815 1.8060  S5 1.445
8 C 2.1983 -0.1858 1.5466  S5 1.834, C9 1.484, H31 1.086, H32 1.087
9 C 3.1963 0.1921 0.5153  C8 1.484, C10 1.391, C14 1.391
10 C 3.0049 1.3178 -0.2795  C9 1.391, C11 1.384, H33 1.081
11 C 3.9118 1.6328 -1.2760  C10 1.384, C12 1.385, H34 1.080
12 C 5.0126 0.8219 -1.4953  C11 1.385, C13 1.385, H35 1.080
13 C 5.2047 -0.3048 -0.7126  C12 1.385, C14 1.383, H36 1.080
14 C 4.3032 -0.6186 0.2885  C9 1.391, C13 1.383, H37 1.079
15 N -2.8306 -1.2573 -0.8832  C2 1.352, C16 1.444, C26 1.451
16 C -2.9010 -1.8181 0.4452  N15 1.444, C17 1.553, H38 1.096, H39 1.086
17 C -2.8654 -0.6818 1.5032  C16 1.553, N18 1.446, H40 1.088, H41 1.096
18 N -3.1508 0.5914 0.8797  C17 1.446, C19 1.386, C25 1.443
19 C -2.1248 1.4919 0.6422  N18 1.386, C20 1.398, C24 1.402
20 C -2.0176 2.2233 -0.5449  C19 1.398, C21 1.382, H42 1.078
21 C -1.0123 3.1570 -0.7123  C20 1.382, C22 1.384, H43 1.080
22 C -0.0893 3.3942 0.2912  C21 1.384, C23 1.386, H44 1.080
23 C -0.1882 2.6811 1.4760  C22 1.386, C24 1.380, H45 1.082
24 C -1.1869 1.7447 1.6530  C19 1.402, C23 1.380, H46 1.079
25 C -4.2828 0.4931 -0.0091  N18 1.443, C26 1.549, H47 1.090, H48 1.096
26 C -4.0017 -0.4602 -1.1967  N15 1.451, C25 1.549, H49 1.096, H50 1.091
27 H -0.6144 -2.7040 -0.6153  C3 1.089
28 H 0.0254 -2.2472 -2.1946  C3 1.090
29 H 1.1871 -0.4511 -1.2688  C4 1.085
30 H -0.2071 0.0434 -0.2810  C4 1.088
31 H 1.5155 0.6185 1.8041  C8 1.086
32 H 2.6467 -0.6126 2.4403  C8 1.087
33 H 2.1439 1.9494 -0.1129  C10 1.081
34 H 3.7556 2.5112 -1.8842  C11 1.080
35 H 5.7179 1.0667 -2.2751  C12 1.080
36 H 6.0591 -0.9419 -0.8837  C13 1.080
37 H 4.4434 -1.5027 0.8906  C14 1.079
38 H -3.8430 -2.3744 0.5127  C16 1.096
39 H -2.0814 -2.5037 0.6411  C16 1.086
40 H -1.8781 -0.6701 1.9605  C17 1.088
41 H -3.6107 -0.8794 2.2820  C17 1.096
42 H -2.7057 2.0560 -1.3571  C20 1.078
43 H -0.9490 3.7005 -1.6434  C21 1.080
44 H 0.6875 4.1324 0.1593  C22 1.080
45 H 0.5105 2.8719 2.2793  C23 1.082
46 H -1.2590 1.2192 2.5929  C24 1.079
47 H -4.5618 1.4864 -0.3603  C25 1.090
48 H -5.1148 0.1036 0.5877  C25 1.096
49 H -4.8600 -1.1173 -1.3748  C26 1.096
50 H -3.7836 0.0827 -2.1175  C26 1.091

***

(3)
Formula: C20H24N2O3S
Source: OMol25
Level of theory: ωB97M-V/def2-TZVPD

Values from the calculation:
energy relative to the best compared isomer or geometry (same formula, charge and spin)	2.330	eV
charge	0
SMILES	CCC[C@H](C)NC(=O)c1ccc([C@@H]2SCC(=O)N2Cc2ccco2)cc1
E_LUMO	0.012	hartree

Bonds (Å) are listed after each position.
CARTESIAN COORDINATES (ANGSTROEM)
1 C 2.5384 1.8897 6.6924  C2 1.531, H27 1.101, H28 1.118, H29 1.076
2 C 3.1153 1.2614 5.4212  C1 1.531, C3 1.533, H30 1.094, H31 1.104
3 C 2.0491 1.0824 4.3342  C2 1.533, C4 1.553, H32 1.094, H33 1.087
4 C 2.5434 0.2066 3.1502  C3 1.553, C5 1.544, N6 1.463, H34 1.109
5 C 3.7091 0.8953 2.4079  C4 1.544, H35 1.090, H36 1.102, H37 1.085
6 N 1.4155 0.0566 2.2304  C4 1.463, C7 1.384, H38 1.031
7 C 1.3109 -0.9944 1.3358  N6 1.384, O8 1.206, C9 1.488
8 O 2.1565 -1.8527 1.3909  C7 1.206
9 C 0.1050 -1.1231 0.4743  C7 1.488, C10 1.405, C26 1.425
10 C -0.9842 -0.2410 0.5712  C9 1.405, C11 1.403, H39 1.079
11 C -2.1382 -0.3736 -0.2160  C10 1.403, C12 1.398, H40 1.104
12 C -2.2768 -1.4282 -1.1232  C11 1.398, C13 1.524, C25 1.404
13 C -3.4689 -1.4495 -2.0721  C12 1.524, S14 1.888, N18 1.483, H41 1.093
14 S -4.0199 -3.1777 -2.5977  C13 1.888, C15 1.818
15 C -3.5356 -2.9177 -4.3309  S14 1.818, C16 1.499, H42 1.094, H43 1.097
16 C -3.0993 -1.4896 -4.4593  C15 1.499, O17 1.217, N18 1.385
17 O -2.9309 -1.0394 -5.5770  C16 1.217
18 N -3.0982 -0.7189 -3.3083  C13 1.483, C16 1.385, C19 1.484
19 C -2.8755 0.7474 -3.3494  N18 1.484, C20 1.547, H44 1.109, H45 1.115
20 C -1.4092 1.1730 -3.5997  C19 1.547, C21 1.374, O24 1.356
21 C -0.8509 1.2972 -4.8490  C20 1.374, C22 1.460, H46 1.111
22 C 0.5706 1.5008 -4.5855  C21 1.460, C23 1.339, H47 1.083
23 C 0.7348 1.5325 -3.2574  C22 1.339, O24 1.382, H48 1.054
24 O -0.4764 1.3225 -2.6268  C20 1.356, C23 1.382
25 C -1.2300 -2.3594 -1.2093  C12 1.404, C26 1.382, H49 1.074
26 C -0.0748 -2.1716 -0.4735  C9 1.425, C25 1.382, H50 1.080
27 H 2.2653 2.9374 6.4900  C1 1.101
28 H 3.3435 1.9226 7.4679  C1 1.118
29 H 1.6576 1.3759 7.0346  C1 1.076
30 H 3.5723 0.3083 5.7047  C2 1.094
31 H 3.9543 1.8557 5.0183  C2 1.104
32 H 1.7007 2.0591 3.9865  C3 1.094
33 H 1.1674 0.6064 4.7560  C3 1.087
34 H 2.8796 -0.7890 3.5057  C4 1.109
35 H 3.4130 1.9004 2.1066  C5 1.090
36 H 4.6383 0.9791 2.9936  C5 1.102
37 H 3.9051 0.3237 1.5074  C5 1.085
38 H 0.6577 0.7540 2.1771  N6 1.031
39 H -0.9947 0.6559 1.1707  C10 1.079
40 H -2.8659 0.4522 -0.1297  C11 1.104
41 H -4.3241 -0.9473 -1.6135  C13 1.093
42 H -2.7113 -3.5893 -4.5899  C15 1.094
43 H -4.3781 -3.1057 -5.0085  C15 1.097
44 H -3.4899 1.1030 -4.2016  C19 1.109
45 H -3.2007 1.2562 -2.4116  C19 1.115
46 H -1.3602 1.1984 -5.8319  C21 1.111
47 H 1.3203 1.6110 -5.3596  C22 1.083
48 H 1.6531 1.6415 -2.7517  C23 1.054
49 H -1.3020 -3.2413 -1.8183  C25 1.074
50 H 0.7189 -2.8967 -0.5760  C26 1.080